The following is a quantum chemistry calculation of the molecule C4H7NO in a non-equilibrium geometry, from the OMol25 dataset.

## Properties
Frontier orbital gap (spin up / spin down) in eV: 9.33 / 9.33
Energy relative to the best compared isomer or geometry (same formula, charge and spin) in eV: 5.4027

Geometry as XYZ:
```
13
Properties=species:S:1:pos:R:3:mulliken_charge:R:1
C 0.10 -0.21 -0.91 0.442
C 0.24 -0.62 -2.14 -0.771
C 0.62 0.68 0.11 -0.537
C -0.38 0.48 1.39 -0.562
N -0.86 -0.84 1.46 -0.196
O -1.24 -1.18 0.20 -0.443
H -0.23 -1.30 -2.75 0.375
H 0.88 0.06 -2.71 0.223
H 1.66 0.46 0.18 0.307
H 0.41 1.76 0.00 0.273
H 0.06 0.86 2.31 0.327
H -1.19 1.25 1.14 0.297
H -0.07 -1.40 1.72 0.266
```

=====

The following is a quantum chemistry calculation of the molecule C4H7NO in a non-equilibrium geometry, from the OMol25 dataset.

## Properties
Frontier orbital gap in eV: 11.65
Energy relative to the best compared isomer or geometry (same formula, charge and spin) in eV: 0.8920
SMILES string: C[C@H](O)CC#N

Geometry as XYZ:
```
13
Properties=species:S:1:pos:R:3:mulliken_charge:R:1
C 1.40 -0.44 -0.29 -1.194
C 0.36 0.24 0.60 0.022
O -0.20 -0.66 1.53 -0.542
C -0.75 0.92 -0.22 -0.348
C -1.63 -0.12 -0.77 0.200
N -2.26 -1.02 -1.11 -0.426
H 2.13 -0.96 0.33 0.327
H 1.92 0.29 -0.92 0.359
H 0.92 -1.17 -0.95 0.314
H 0.85 1.01 1.20 0.325
H -0.67 -1.35 1.03 0.379
H -1.35 1.58 0.42 0.260
H -0.34 1.53 -1.04 0.324
```

=====

The following is a quantum chemistry calculation of a structure of composition C4H7NO in a non-equilibrium geometry, from the OMol25 dataset.

## Properties
Frontier orbital gap in eV: 8.93
Energy relative to the best compared isomer or geometry (same formula, charge and spin) in eV: 4.7302

Geometry as XYZ:
```
13
Properties=species:S:1:pos:R:3:mulliken_charge:R:1
O -1.25 1.34 0.47 -0.470
C -0.85 0.93 -0.77 -0.236
C 0.47 0.89 -1.08 -0.569
C 1.20 -1.01 1.42 -0.873
C 0.38 -1.72 0.64 0.606
N -0.45 -2.12 -0.15 -0.679
H -2.21 1.32 0.54 0.348
H -1.54 1.15 -1.59 0.370
H -0.75 -0.89 -0.69 0.420
H 1.25 1.27 -0.42 0.294
H 0.73 0.56 -2.08 0.272
H 0.76 -0.51 2.28 0.253
H 2.26 -1.21 1.42 0.264
```

=====

The following is a quantum chemistry calculation of the molecule C4H7NO, from the OMol25 dataset.

## Properties
Frontier orbital gap in eV: 9.52
Energy relative to the best compared isomer or geometry (same formula, charge and spin) in eV: 4.8007

Geometry as XYZ:
```
13
Properties=species:S:1:pos:R:3:mulliken_charge:R:1
O -1.48 -1.63 0.63 -0.231
C -1.44 -0.86 -0.42 -0.557
C -0.17 1.64 0.13 -0.733
N 0.59 0.69 -0.67 -0.282
C 1.14 -0.44 0.07 -0.514
C -0.02 -0.61 -0.86 0.186
H -0.58 -1.88 0.96 0.346
H -1.00 1.19 0.70 0.301
H 0.51 2.14 0.84 0.319
H -0.59 2.40 -0.53 0.263
H 0.95 -0.45 1.15 0.339
H 2.14 -0.74 -0.20 0.247
H 0.15 -1.04 -1.85 0.317
```

=====

The following is a quantum chemistry calculation of a cluster of 3 separate species, C4H7NO in total in a non-equilibrium geometry, from the OMol25 dataset.

## Properties
Frontier orbital gap in eV: 10.59
Energy relative to the best compared isomer or geometry (same formula, charge and spin) in eV: 3.5103
SMILES string: C=CC#N.[H][H].C=O

Geometry as XYZ:
```
13
Properties=species:S:1:pos:R:3:mulliken_charge:R:1
C 0.13 -1.09 -1.14 -0.562
C 0.14 -1.63 0.08 -0.150
C -0.90 -1.37 1.03 0.278
N -1.74 -1.12 1.79 -0.405
H 0.95 -1.26 -1.84 0.246
H -0.69 -0.46 -1.48 0.292
H 0.95 -2.27 0.41 0.323
H 1.72 1.03 0.96 -0.144
H 1.82 0.44 1.40 0.146
C -0.56 1.92 -0.28 -0.229
O 0.54 2.34 -0.53 -0.400
H -1.39 1.99 -1.01 0.307
H -0.81 1.43 0.69 0.298
```

=====

The following is a quantum chemistry calculation of a structure of composition C4H7NO in a non-equilibrium geometry, from the OMol25 dataset.

## Properties
Frontier orbital gap in eV: 10.02
Energy relative to the best compared isomer or geometry (same formula, charge and spin) in eV: 3.6917

Geometry as XYZ:
```
13
Properties=species:S:1:pos:R:3:mulliken_charge:R:1
C -1.62 -0.23 0.41 -1.086
C -0.39 -0.69 -0.23 0.163
C 0.24 0.08 -1.34 -0.558
N 0.73 0.19 -0.05 0.000
C 1.67 0.62 0.78 0.126
O 2.60 1.14 0.19 -0.583
H -1.04 0.20 1.56 0.167
H -2.34 -1.05 0.51 0.320
H -2.02 0.75 0.14 0.331
H -0.09 -1.72 -0.06 0.343
H 0.89 -0.41 -2.04 0.268
H -0.30 0.96 -1.66 0.211
H 1.68 0.16 1.80 0.299
```

=====

The following is a quantum chemistry calculation of the molecule C4H7NO, from the OMol25 dataset.

## Properties
Frontier orbital gap in eV: 10.76
Energy relative to the best compared isomer or geometry (same formula, charge and spin) in eV: 1.5686
SMILES string: CC(=O)N1CC1

Geometry as XYZ:
```
13
Properties=species:S:1:pos:R:3:mulliken_charge:R:1
C 1.95 -0.10 -0.35 -0.860
C 0.75 0.62 0.21 0.581
O 0.72 1.82 0.34 -0.564
N -0.30 -0.19 0.66 -0.241
C -1.28 -0.80 -0.23 -0.282
C -1.61 0.40 0.58 -0.446
H 2.41 0.52 -1.12 0.291
H 2.68 -0.23 0.46 0.250
H 1.70 -1.09 -0.74 0.323
H -1.66 -1.77 0.09 0.223
H -1.14 -0.70 -1.31 0.250
H -2.24 0.29 1.46 0.239
H -1.61 1.37 0.11 0.236
```

=====

The following is a quantum chemistry calculation of a cluster of 2 separate species, C4H7NO in total in a non-equilibrium geometry, from the OMol25 dataset.

## Properties
Frontier orbital gap in eV: 9.42
Energy relative to the best compared isomer or geometry (same formula, charge and spin) in eV: 3.2902

Geometry as XYZ:
```
13
Properties=species:S:1:pos:R:3:mulliken_charge:R:1
C 1.66 0.02 -0.42 -0.900
C 0.38 0.21 1.54 0.127
O 0.29 1.26 1.94 -0.214
C -0.81 -0.65 -0.06 -0.013
C -2.05 -0.14 -0.03 -0.742
N 0.20 -0.07 -0.85 -0.340
H 2.11 0.27 -1.37 0.376
H 2.03 -0.95 -0.07 0.348
H 2.10 0.76 0.30 0.278
H -0.60 -1.65 0.33 0.371
H -2.24 0.89 -0.29 0.211
H -2.90 -0.77 0.19 0.239
H -0.16 0.82 -1.20 0.260
```

=====

The following is a quantum chemistry calculation of the molecule C4H7NO in a non-equilibrium geometry, from the OMol25 dataset.

## Properties
Frontier orbital gap in eV: 10.80
Energy relative to the best compared isomer or geometry (same formula, charge and spin) in eV: 2.5016
SMILES string: O=CCN1CC1

Geometry as XYZ:
```
13
Properties=species:S:1:pos:R:3:mulliken_charge:R:1
O 0.34 -1.25 -2.49 -0.485
C 0.61 -1.23 -1.31 0.026
C -0.44 -0.91 -0.32 -0.439
N 0.18 -0.18 0.75 -0.347
C 0.56 1.18 0.39 -0.361
C -0.57 0.90 1.29 -0.404
H 1.63 -1.45 -0.94 0.379
H -0.83 -1.85 0.07 0.381
H -1.25 -0.41 -0.88 0.237
H 0.26 1.57 -0.61 0.265
H 1.51 1.51 0.82 0.258
H -0.43 1.06 2.35 0.240
H -1.57 1.06 0.88 0.248
```

=====

The following is a quantum chemistry calculation of a cluster of 2 separate species, C4H7NO in total in a non-equilibrium geometry, from the OMol25 dataset.

## Properties
Frontier orbital gap in eV: 10.78
Energy relative to the best compared isomer or geometry (same formula, charge and spin) in eV: 2.1641
SMILES string: C=CC#N.CO

Geometry as XYZ:
```
13
Properties=species:S:1:pos:R:3:mulliken_charge:R:1
C 0.95 -1.37 0.41 -0.508
C 1.76 -0.40 0.84 -0.155
C 1.24 0.84 1.35 0.327
N 0.81 1.84 1.76 -0.406
H -0.12 -1.23 0.40 0.183
H 1.34 -2.30 0.02 0.272
H 2.85 -0.48 0.82 0.303
C -1.89 0.96 -0.68 -0.590
O -0.85 0.29 -1.37 -0.499
H -2.72 0.25 -0.59 0.230
H -1.58 1.26 0.33 0.261
H -2.25 1.84 -1.22 0.283
H -0.08 0.88 -1.38 0.301
```

=====

The following is a quantum chemistry calculation of the molecule C4H7NO in a non-equilibrium geometry, from the OMol25 dataset.

## Properties
Frontier orbital gap in eV: 11.13
Energy relative to the best compared isomer or geometry (same formula, charge and spin) in eV: 2.0034
SMILES string: COCCC#N

Geometry as XYZ:
```
13
Properties=species:S:1:pos:R:3:mulliken_charge:R:1
C 2.15 0.33 -0.17 -0.704
O 1.03 -0.47 0.09 -0.309
C -0.17 0.21 -0.10 -0.494
C -1.29 -0.77 0.10 -0.213
C -2.57 -0.09 0.03 0.134
N -3.45 0.30 0.66 -0.452
H 2.15 0.69 -1.21 0.298
H 2.19 1.19 0.51 0.293
H 3.03 -0.30 -0.01 0.248
H -0.27 1.06 0.61 0.337
H -0.27 0.63 -1.11 0.313
H -1.27 -1.13 1.14 0.227
H -1.26 -1.64 -0.55 0.321
```

=====

The following is a quantum chemistry calculation of the molecule C4H7NO, from the OMol25 dataset.

## Properties
Frontier orbital gap in eV: 10.72
Energy relative to the best compared isomer or geometry (same formula, charge and spin) in eV: 1.7642
SMILES string: C/N=C/CC=O

Geometry as XYZ:
```
13
Properties=species:S:1:pos:R:3:mulliken_charge:R:1
C -2.28 -0.27 -0.26 -0.638
N -0.93 -0.77 -0.36 -0.401
C -0.07 -0.27 0.41 -0.039
C 1.38 -0.43 0.06 -0.504
C 2.08 0.91 0.13 0.090
O 1.56 1.93 0.52 -0.468
H -2.40 0.36 -1.16 0.254
H -2.46 0.37 0.62 0.295
H -3.02 -1.07 -0.33 0.238
H -0.32 0.42 1.23 0.300
H 1.94 -1.16 0.67 0.289
H 1.42 -0.78 -0.97 0.244
H 3.12 0.92 -0.24 0.339
```